1.
Molecular formula: C3H4O3S
Method: DFT, wB97M-V/def2-TZVPD

Summary:
HOMO   -8.90 eV
Orbital gap   9.32 eV

ORCA input file:
```
! RIJCOSX wB97M-V def2-TZVPD def2/J DEFGRID3
* xyz 0 1
C 0.48520 0.45643 0.64843
C 0.08144 -0.01308 1.83366
C 0.28285 0.46858 -0.83103
O 2.80476 1.95582 1.56028
O 0.78983 0.64194 2.84337
O -0.69043 -1.06012 2.15572
S 1.38085 1.93216 1.69142
H -0.28691 -0.44107 -1.12127
H 1.31153 0.82175 -1.26595
H -0.39424 1.27472 -1.07769
H -0.51140 -1.30319 3.12751
*
```

---

2.
Molecular formula: C3H4O3S
Method: DFT, wB97M-V/def2-TZVPD

Summary:
HOMO   -11.05 eV
Orbital gap   11.48 eV

ORCA input file:
```
! RIJCOSX wB97M-V def2-TZVPD def2/J DEFGRID3
* xyz 0 1
C -0.13131 0.71562 -0.06244
C 0.15789 1.88939 -0.18409
C -0.28361 -0.69525 0.12125
O -1.52350 0.70040 -2.16278
O 0.86995 1.03048 -2.76320
O -0.59730 2.93859 -2.17889
S -0.35476 1.51401 -2.20451
H 0.50765 2.86763 -0.32090
H -0.07097 -0.74749 1.17803
H 0.44479 -1.09396 -0.61920
H -1.37683 -0.87600 -0.17994
*
```

---

3.
Molecular formula: C3H4O3Y
Method: DFT, wB97M-V/def2-TZVPD

Summary:
HOMO   -12.99 eV
Orbital gap   6.62 eV

ORCA input file:
```
! RIJCOSX wB97M-V def2-TZVPD def2/J DEFGRID3
* xyz 1 1
O 1.76574 -0.21486 -2.11663
C 1.57008 1.06010 -2.38927
O 1.99587 1.61890 -3.40612
C -0.84771 -1.28027 1.66372
C -1.40700 -0.06472 1.49987
O 0.78418 1.65061 -1.50622
Y 0.76209 -0.08042 -0.21971
H -0.09881 -1.45610 2.44147
H -1.19312 -2.14289 1.08683
H -2.20703 0.14933 0.78588
H -1.12429 0.76031 2.16020
*
```

---

4.
Molecular formula: C3H4O4
Method: DFT, wB97M-V/def2-TZVPD

Summary:
SMILES   CC(=O)OC(=O)O
HOMO   -10.69 eV
Orbital gap   11.15 eV

ORCA input file:
```
! RIJCOSX wB97M-V def2-TZVPD def2/J DEFGRID3
* xyz 0 1
C 1.07009 0.46579 0.38017
C -1.04137 -0.35383 -1.83996
C 0.43240 0.60159 1.69630
O -0.06105 -0.16970 -0.61192
O 2.13469 0.65126 -0.05893
O -1.48216 0.56118 -2.41539
O -1.21050 -1.62954 -1.92435
H -0.25403 -0.22083 1.88019
H -0.13911 1.53044 1.69816
H 1.20226 0.64731 2.46704
H -0.65122 -2.08368 -1.27132
*
```

---

5.
Molecular formula: C3H4O4
Method: DFT, wB97M-V/def2-TZVPD

Summary:
SMILES   O=C(O)O.C=C=O
HOMO   -10.09 eV
Orbital gap   10.59 eV

ORCA input file:
```
! RIJCOSX wB97M-V def2-TZVPD def2/J DEFGRID3
* xyz 0 1
C 2.43649 -0.60239 -0.22819
C -1.57996 -0.66395 -0.11462
C 1.89419 0.23559 0.53908
O -1.33378 -0.44259 1.04530
O 2.90064 -1.36889 -0.92277
O -0.61089 -0.48333 -0.99498
O -2.67382 -1.28327 -0.57878
H 1.49435 -0.09860 1.55437
H 0.24078 -0.11224 -0.52408
H 1.64124 1.24683 0.16762
H -3.26735 -1.44908 0.29259
*
```

---

6.
Molecular formula: C3H4O4
Method: DFT, wB97M-V/def2-TZVPD

Summary:
SMILES   O=C(O)/C=C\OO
HOMO   -9.60 eV
Orbital gap   9.69 eV

ORCA input file:
```
! RIJCOSX wB97M-V def2-TZVPD def2/J DEFGRID3
* xyz 0 1
C -0.22499 -1.22914 0.32569
C -0.23422 0.83863 -0.96012
C -0.30421 -0.52999 -0.91931
O 0.68312 1.71367 -0.56899
O 1.66911 1.24163 0.33453
O -0.33390 -0.20668 1.36800
O -0.23126 -2.39404 0.58812
H 1.14296 0.89454 1.08539
H -0.57181 -0.64044 2.20112
H -0.80717 1.36293 -1.72322
H -0.78764 -1.05110 -1.73123
*
```

---

7.
Molecular formula: C3H4O5
Method: DFT, wB97M-V/def2-TZVPD

Summary:
HOMO (spin up / spin down)   -6.70 / -11.40 eV
Orbital gap (spin up / spin down)   7.24 / 9.81 eV

ORCA input file:
```
! RIJCOSX wB97M-V def2-TZVPD def2/J DEFGRID3
* xyz 0 3
C 0.06654 1.55235 0.91108
C -0.67666 2.34700 0.20779
C 0.37346 -1.77124 -0.46906
O 0.72061 0.82734 1.57297
O -0.27160 -0.86236 -0.90509
O -1.41553 1.96430 -0.88767
O 0.89246 -1.81453 0.75625
O 0.65544 -2.86724 -1.15579
H -0.74900 3.39737 0.44019
H -1.24531 1.02983 -1.07780
H 0.77473 -0.97397 1.23889
H 1.20281 -3.45842 -0.61681
*
```

---

8.
Molecular formula: C3H4OP2
Method: DFT, wB97M-V/def2-TZVPD

Summary:
HOMO (spin up / spin down)   -7.92 / -7.57 eV
Orbital gap (spin up / spin down)   7.06 / 6.90 eV

ORCA input file:
```
! RIJCOSX wB97M-V def2-TZVPD def2/J DEFGRID3
* xyz 0 1
C 0.37826 -0.43127 1.15853
C -0.69144 0.58585 -1.24698
C 0.11680 -0.41931 -0.77118
O 0.56378 -1.42131 -1.50873
P -1.33457 1.81611 -0.11237
P 0.13625 1.24752 1.44283
H 1.18793 -1.01873 1.55659
H -0.99980 0.51976 -2.19357
H 1.20070 -1.79974 -1.01551
H -0.55791 0.92112 2.69038
*
```

---

9.
Molecular formula: C3H4OS
Method: DFT, wB97M-V/def2-TZVPD

Summary:
HOMO (spin up / spin down)   -9.21 / -9.42 eV
Orbital gap (spin up / spin down)   8.29 / 8.41 eV

ORCA input file:
```
! RIJCOSX wB97M-V def2-TZVPD def2/J DEFGRID3
* xyz 0 1
C -1.39529 -0.20040 -0.21346
C -0.09325 0.30896 -0.53331
C 1.08644 0.06709 0.35646
O -2.37877 -2.05509 0.13087
S -1.51361 1.38828 0.12763
H 0.13610 0.50192 -1.57700
H 1.68528 -0.73452 -0.07296
H 0.76626 -0.23701 1.35213
H 1.70684 0.96078 0.42963
*
```

---

10.
Molecular formula: C3H4OS
Method: DFT, wB97M-V/def2-TZVPD

Summary:
SMILES   O=C[C@H]1CS1
HOMO   -9.38 eV
Orbital gap   9.78 eV

ORCA input file:
```
! RIJCOSX wB97M-V def2-TZVPD def2/J DEFGRID3
* xyz 0 1
C -0.25723 0.69830 -1.14045
C 0.19170 -0.59527 -0.35335
C 0.22532 -0.15310 1.14062
H -1.15106 1.19445 -0.74948
H 1.07847 -1.18091 -0.49365
H -0.06010 0.96759 1.39096
H 0.68364 -0.85900 1.88185
O 0.51827 0.99519 -2.15822
S -1.22901 -1.06724 0.48173
*
```

---

11.
Molecular formula: C3H4OS
Method: DFT, wB97M-V/def2-TZVPD

Summary:
SMILES   C=CSC=O
HOMO   -8.91 eV
Orbital gap   9.19 eV

ORCA input file:
```
! RIJCOSX wB97M-V def2-TZVPD def2/J DEFGRID3
* xyz 0 1
C 1.94929 0.17935 0.01221
C 0.59065 0.26498 0.13152
C -2.05676 -0.41784 0.01638
H 2.45522 -0.76236 -0.25599
H 2.72241 1.13837 -0.30546
H -0.02611 1.12692 0.39137
H -2.78097 -1.24453 0.03888
O -2.48243 0.72595 -0.04781
S -0.37130 -1.01084 0.01890
*
```

---

12.
Molecular formula: C3H4OS
Method: DFT, wB97M-V/def2-TZVPD

Summary:
HOMO (spin up / spin down)   -8.56 / -7.49 eV
Orbital gap (spin up / spin down)   8.92 / 7.41 eV

ORCA input file:
```
! RIJCOSX wB97M-V def2-TZVPD def2/J DEFGRID3
* xyz 0 1
C -0.85772 -1.37913 -2.45725
C -0.16212 0.45282 1.54091
C 0.81765 0.46971 0.46704
O -0.67795 -0.94069 -1.36736
S 0.50528 2.06536 0.98613
H -0.28169 -1.11303 -3.35694
H -1.20066 0.30369 1.27407
H 0.08826 0.15030 2.55391
H 1.76895 -0.00903 0.35948
*
```